(1)
C4H20O7S2 | wB97M-V/def2-TZVPD

Structure (XYZ):
```
33
Properties=species:S:1:pos:R:3:forces:R:3:mulliken_charge:R:1
C 2.56036 2.03631 0.58054 -1.11 1.60 -0.76 -0.441
S 1.45646 1.59471 1.94370 0.68 -0.76 0.09 -0.075
S -0.30693 2.47827 1.72079 -0.77 0.79 -0.24 -0.129
C -1.44525 1.47865 0.67850 0.19 0.13 0.06 -0.650
C -1.35377 -0.02574 0.87513 1.54 -0.91 1.15 0.202
C -2.70687 -0.66650 0.78068 -0.11 -0.29 -0.96 -0.198
O -3.06639 -1.31403 -0.18549 -0.38 0.45 0.75 -0.579
H 2.20276 1.70970 -0.39005 -0.05 -0.39 0.12 -0.127
H 3.48300 1.57463 0.80761 1.00 -0.63 0.20 0.311
H 2.72504 3.12533 0.46447 -0.15 -0.44 0.51 0.362
H -2.42383 1.86700 1.01311 0.31 -0.03 -0.28 0.416
H -1.28573 1.71067 -0.38732 -0.24 0.06 0.45 0.270
H -0.87355 -0.32706 1.88761 -0.96 0.73 -1.46 0.357
H -0.66424 -0.46788 0.11936 -0.72 0.34 0.46 -0.150
H -3.43705 -0.48780 1.60216 0.32 0.04 -0.11 0.377
O 2.70310 -0.69173 -1.22056 1.04 -0.76 -0.86 -0.707
H 3.29497 -1.03226 -1.93594 -0.72 0.43 0.92 0.307
H 2.11948 -0.05779 -1.67729 -0.17 0.33 -0.15 0.428
O -0.82258 -0.53711 -3.54486 2.12 -2.19 1.88 -0.750
H -0.99615 -1.30467 -2.85075 0.45 1.12 -1.14 0.489
H -1.66477 -0.23886 -3.74493 -2.51 1.06 -0.78 0.285
O -0.93379 -2.64401 1.03323 -0.31 -1.55 0.53 -0.561
H -1.19520 -3.58299 1.14793 0.20 0.89 -0.09 0.271
H -0.00467 -2.68630 0.73482 0.13 0.04 0.13 0.346
O 1.17500 1.01634 -2.61626 -0.78 1.43 0.43 -0.747
H 0.44288 0.46020 -2.97797 -0.15 0.08 -0.12 0.422
H 0.74015 1.87621 -2.35890 0.76 -1.43 -0.43 0.287
O 1.57662 -2.70487 0.11217 -0.34 -0.82 0.41 -0.741
H 2.12595 -2.70715 0.89794 0.11 -0.06 0.17 0.296
H 1.92159 -1.97820 -0.41667 0.42 0.81 -0.56 0.438
O -1.22949 -2.46311 -1.77892 -0.64 0.09 -0.80 -0.741
H -1.98918 -2.18978 -1.20491 0.91 -0.09 0.05 0.449
H -0.46051 -2.65880 -1.24575 -0.08 -0.06 0.43 0.284
```
Forces are in eV/Å.

Properties
**SMILES**: CSSCCC=O.O.O.O.O.O.O
**E**: -40475.983 eV

=====

(2)
C4H20O8Sr | wB97M-V/def2-TZVPD

Structure (XYZ):
```
33
Properties=species:S:1:pos:R:3:forces:R:3:mulliken_charge:R:1
Sr 25.24929 -14.00321 25.44788 -0.21 0.07 0.36 1.941
O 22.31832 -16.93765 23.69758 0.47 0.43 0.23 -0.646
H 21.38786 -17.13498 23.59019 -0.34 0.00 0.01 0.325
H 22.76889 -17.65978 23.25970 0.08 -0.28 -0.16 0.332
O 27.10355 -11.64618 21.96936 -0.25 -0.35 0.48 -0.647
H 27.22609 -12.09880 21.13490 0.08 -0.12 -0.29 0.331
H 27.30372 -10.73009 21.77716 0.07 0.32 -0.01 0.327
O 26.35919 -10.80218 28.22608 -0.17 -0.47 -0.45 -0.639
H 26.34259 -10.78219 29.18293 -0.01 -0.04 0.32 0.325
H 26.66276 -9.93038 27.97304 0.11 0.29 -0.08 0.327
O 22.14648 -11.30130 23.80463 0.45 -0.45 0.26 -0.644
H 21.76281 -11.55835 22.96620 -0.19 -0.07 -0.26 0.330
H 21.96871 -10.36319 23.87234 -0.06 0.32 0.09 0.327
C 28.69379 -19.71685 25.25562 -0.20 -0.39 -0.03 -0.343
C 30.00656 -20.33924 25.73405 -1.34 -1.69 -0.30 -0.334
O 31.00423 -20.07947 24.80118 0.83 1.28 -0.27 -0.553
O 28.82647 -18.37057 24.86114 0.37 0.91 0.44 -0.524
H 27.99549 -19.75301 26.09179 -0.20 -0.11 -0.09 0.255
H 28.26561 -20.19553 24.37493 0.08 -0.77 0.22 0.272
H 29.91434 -21.42530 25.72656 -0.72 -0.20 0.27 0.305
H 30.13963 -20.10953 26.79123 0.86 0.75 -0.05 0.268
H 31.62716 -20.80617 24.72728 -0.05 0.04 0.13 0.328
H 29.72232 -18.31930 24.51991 0.28 0.30 -0.30 0.325
C 23.85666 -15.61331 30.37745 0.54 -0.03 0.78 -0.409
C 25.18751 -16.47716 30.32210 -0.17 0.89 0.70 -0.367
O 26.25906 -16.02553 29.47615 -0.86 0.52 -0.76 -0.558
O 23.29132 -15.24863 29.14879 0.06 -0.47 -2.39 -0.535
H 23.84756 -14.64073 30.86950 1.33 -0.23 0.88 0.319
H 23.14371 -16.20621 30.95040 0.11 -0.39 0.04 0.302
H 24.97893 -17.52764 30.11941 -0.35 0.10 -0.35 0.287
H 25.60243 -16.45604 31.32982 -0.47 -0.01 0.30 0.311
H 27.10207 -16.16079 29.91507 -0.11 -0.06 0.15 0.338
H 22.35883 -15.04964 29.26045 -0.03 -0.09 0.15 0.323
```
Forces are in eV/Å.

Properties
**Energy relative to the best compared isomer or geometry (same formula, charge and spin)**: 693.7 kJ/mol
**Total charge**: +2
**E**: -21670.471 eV

=====

(3)
C4H21N11 | wB97M-V/def2-TZVPD

Structure (XYZ):
```
36
Properties=species:S:1:pos:R:3:forces:R:3:mulliken_charge:R:1
C -0.46045 0.22577 -0.93596 1.21 -3.37 -0.86 -0.732
C 1.58765 -0.54582 0.68904 0.22 -3.76 -3.43 -0.300
C 0.22007 0.07824 0.49442 -1.83 0.19 -0.44 1.149
C -2.04787 -0.72125 0.52349 2.57 2.12 -2.69 0.796
N -1.82423 -0.02786 -0.66259 -2.06 0.26 1.79 0.373
N -0.85921 -0.81830 1.15502 1.17 -0.06 0.39 0.381
N -0.09119 -0.82700 -1.85385 1.10 -1.03 -0.77 -0.579
N 1.78354 -1.64151 -0.18200 -0.59 3.25 3.48 -0.448
N 2.44464 -0.11950 1.53075 0.30 0.60 0.33 -0.189
N 2.58534 2.10800 2.92862 4.16 -0.54 -0.53 -0.921
N 0.22225 1.38898 0.99681 -1.36 0.65 1.62 -0.527
N -3.20565 -1.12980 0.86527 -5.10 -2.60 3.48 -0.380
N 0.41542 0.33729 -4.41755 1.59 0.81 0.36 -0.753
N -2.71546 0.18443 -1.73412 0.01 -0.30 0.92 -1.032
N -0.49686 -1.25088 2.42564 1.49 -1.80 -1.03 -1.039
H -0.32094 1.17158 -1.38182 0.33 1.39 -0.17 0.438
H 1.23009 0.84416 -4.77439 0.91 -1.61 -0.65 0.243
H -0.84593 -1.37333 -2.32113 0.83 1.18 0.60 0.193
H 1.01007 -1.53339 -0.85194 0.13 -1.18 -1.19 0.446
H 2.72746 -1.92238 -0.38225 0.05 -0.25 -0.18 0.286
H 3.28961 -0.65161 1.66914 0.21 -0.12 -0.16 0.281
H 2.42844 0.85777 2.02312 -0.29 -0.35 0.51 0.398
H 1.92994 2.32011 3.59896 -2.00 0.74 1.77 0.249
H 2.63050 2.84581 2.23745 -0.01 0.36 0.17 0.291
H -0.55078 1.85892 0.48059 0.77 0.23 1.34 0.362
H 0.02764 1.32400 2.03856 0.27 0.68 -1.59 0.303
H -3.37719 -1.67152 1.80437 0.98 1.40 -2.40 0.311
H -4.18377 -0.96802 0.43858 2.72 0.10 0.22 0.307
H -0.04218 -0.18523 -5.14264 0.10 -0.03 -0.59 0.239
H -0.00354 1.22942 -4.38091 -2.39 0.99 0.59 0.207
H -3.27427 -0.65668 -1.88715 -0.06 0.62 -0.19 0.249
H -3.23194 1.06724 -1.62975 0.01 -0.80 0.03 0.260
H 0.64882 -0.59243 -2.54901 -1.24 0.17 0.23 0.398
H -0.12505 -2.22047 2.51896 -0.50 0.96 -0.89 0.265
H -1.05309 -1.09557 3.20342 -1.76 1.06 1.26 0.194
H 3.52815 2.11080 3.46483 -1.98 0.06 -1.31 0.285
```
Forces are in eV/Å.

Properties
**Energy relative to the best compared isomer or geometry (same formula, charge and spin)**: 0.0 kJ/mol
**Total charge**: +2
**E**: -20863.277 eV

=====

(4)
C4H21N2O6S | wB97M-V/def2-TZVPD

Structure (XYZ):
```
34
Properties=species:S:1:pos:R:3:forces:R:3:mulliken_charge:R:1
O 1.54793 -0.35076 1.76618 0.65 0.55 0.07 -0.646
C 0.56697 -0.23433 1.06702 -0.81 -0.65 0.57 0.748
N -0.37670 0.74135 1.24505 0.63 -1.16 -1.02 -0.054
C -1.63233 0.81920 0.53044 -1.14 1.13 0.45 -0.561
C -1.64509 1.86004 -0.58413 0.77 -0.02 -0.28 -0.324
S -1.11426 3.56290 -0.18072 -0.31 -0.16 0.36 -0.172
C 0.30658 -1.40777 0.08830 0.43 0.67 -0.91 -0.975
N 0.63450 -1.01459 -1.34999 -0.59 -0.99 0.29 -0.080
H -0.05847 1.53463 1.78029 -0.20 0.01 0.22 0.321
H -1.95464 -0.11850 0.08736 0.35 -0.33 0.19 0.243
H -2.45409 1.04077 1.24180 0.57 -0.02 -0.17 0.339
H -0.92086 1.55239 -1.34635 -0.32 -0.05 -0.26 -0.050
H -2.64654 1.89699 -1.02216 0.22 0.19 -0.01 0.426
H 0.18761 3.28936 0.03752 -0.23 -0.08 -0.13 0.078
H -0.74367 -1.70082 0.03995 0.24 -0.40 0.44 0.437
H 1.04038 -2.17859 0.33071 -0.65 -0.04 0.22 0.366
H 1.63806 -0.91927 -1.57922 -0.24 0.72 0.87 0.426
H 0.35521 -1.77679 -1.96942 -0.38 0.04 0.06 0.353
H 0.07432 -0.20016 -1.58173 0.50 0.34 -0.57 0.091
H 1.40160 1.03483 -3.85847 -0.11 -0.08 -0.27 0.295
H 1.78096 1.77814 -2.59415 0.13 0.23 0.53 0.345
O 1.28698 1.01138 -2.90676 0.00 -0.14 -0.36 -0.587
H 3.33988 -1.35611 0.49732 -0.45 0.15 -0.47 0.292
H 4.02405 -1.21537 -0.85909 0.01 -0.09 -0.11 0.276
O 3.15752 -1.36244 -0.46411 0.67 -0.01 0.44 -0.593
H 2.00625 3.87408 -1.74527 -0.18 -0.26 0.19 0.341
H 2.99807 3.27056 -0.77964 -0.26 -0.33 -0.10 0.286
O 2.17162 3.05617 -1.24531 0.52 0.71 -0.12 -0.652
H -3.88521 -2.72540 1.06966 -0.56 -0.33 -0.22 0.300
H -2.63615 -2.66828 1.98263 -0.52 0.52 -0.51 0.404
O -3.16674 -2.15720 1.31762 0.83 0.09 0.13 -0.649
H -1.62050 -3.73179 3.75773 0.18 -0.01 -0.45 0.304
H -2.00065 -2.30751 3.96332 0.17 0.08 -0.56 0.340
O -1.66260 -2.89711 3.26365 0.08 -0.27 1.49 -0.670
```
Forces are in eV/Å.

Properties
**Energy relative to the best compared isomer or geometry (same formula, charge and spin)**: 67.4 kJ/mol
**Total charge**: +1
**E**: -30583.958 eV

=====

(5)
C4H21NO7 | wB97M-V/def2-TZVPD

Structure (XYZ):
```
33
Properties=species:S:1:pos:R:3:forces:R:3:lowdin_spin:R:1
C 1.84573 0.47776 1.52128 0.09 -1.68 -0.60 0.131
O 2.44836 0.73341 2.73565 -0.41 0.06 -1.30 0.149
C 0.67185 1.63584 1.31394 -4.17 0.65 -0.36 0.135
C 0.13057 1.57199 -0.24246 6.26 -0.17 0.10 0.070
C -0.74431 2.61768 -0.69993 -2.40 3.91 -0.32 0.018
O -2.09536 2.15858 -0.57154 0.29 0.30 -0.49 0.016
N -0.57602 1.60255 2.12662 3.20 -3.32 -1.50 0.404
H 2.50088 0.62202 0.64384 -0.02 0.83 0.52 0.017
H 1.57786 -0.63598 1.36832 -0.58 1.82 0.59 0.002
H 2.05313 0.09850 3.32677 0.08 -0.41 0.93 0.002
H 1.09551 2.59135 1.50365 0.95 0.62 0.27 0.002
H -0.18827 0.56764 -0.32859 -0.51 -0.96 -0.71 0.001
H 1.18797 1.70329 -0.73620 -1.93 -0.58 0.36 0.003
H -0.73724 3.25570 -1.67766 0.68 -2.56 0.59 0.013
H -0.53754 3.58670 -0.15450 -0.42 -0.96 0.61 0.008
H -0.40606 1.74370 3.10990 -0.43 0.73 0.50 0.020
H -2.36105 2.15610 0.34327 -0.25 0.29 0.67 0.001
H -0.99122 0.64821 1.97753 -0.17 1.05 0.32 0.008
H -0.42636 -2.03067 1.15506 -0.25 -0.51 -0.48 0.000
H -1.58487 -2.49966 2.11834 0.90 0.31 -0.22 0.000
O -0.70230 -2.07533 2.08089 -0.66 0.42 0.59 0.001
H -1.43499 -0.70711 -2.80210 -1.41 -0.54 0.58 0.000
H -0.48609 -1.92304 -3.27165 -0.73 -1.31 -0.29 0.000
O -0.61093 -1.00764 -3.13720 3.84 1.25 -1.56 0.000
H -2.55180 -1.25620 -1.02974 -0.06 -0.47 0.13 0.000
H -2.06368 0.23089 -0.96163 -0.85 -1.03 -1.32 0.000
O -2.29066 -0.52574 -1.58570 -0.89 2.10 2.31 0.000
H 0.32714 -3.17372 -0.73497 2.62 -3.94 -0.55 0.000
H 0.26730 -1.69009 -1.35189 -1.32 -2.72 2.04 0.000
O -0.10994 -2.40653 -0.65468 -2.25 6.84 -1.00 0.000
H 2.34288 -2.08979 -2.34429 0.03 -0.12 -0.74 0.000
H 2.04987 -3.49938 -1.56361 1.70 3.94 -0.10 0.000
O 2.39965 -2.48103 -1.47672 -0.94 -3.84 0.43 0.000
```
Forces are in eV/Å.

Properties
**Spin multiplicity**: 2
**Energy relative to the best compared isomer or geometry (same formula, charge and spin)**: 227.1 kJ/mol
**<S²>**: 0.756
**Total charge**: +1
**E**: -20299.453 eV

=====

(6)
C4H21NO9 | wB97M-V/def2-TZVPD

Structure (XYZ):
```
35
Properties=species:S:1:pos:R:3:forces:R:3:mulliken_charge:R:1
C -2.46186 1.23604 0.13516 -0.81 -0.46 0.43 -1.119
C -1.15946 1.19147 0.91859 -0.01 -0.27 -0.48 0.055
C -0.09198 0.56563 0.04666 0.33 0.12 -0.47 0.170
O -0.39944 -0.08873 -0.94112 -0.12 -0.02 0.11 -0.744
N 1.25983 0.66909 0.28673 0.64 0.79 0.73 0.067
C 1.93094 1.46726 1.24730 -1.91 -0.56 -0.12 -0.025
O 1.31304 2.24004 1.93431 0.73 0.12 0.24 -0.520
H -2.85682 0.23913 -0.02798 0.14 -0.30 -0.09 0.291
H -3.24556 1.71571 0.72255 0.16 0.34 -0.07 0.412
H -2.39302 1.67928 -0.85490 0.23 0.32 0.12 0.263
H -0.88322 2.15749 1.30879 0.32 0.21 -0.07 0.431
H -1.25383 0.53825 1.79054 0.04 -0.05 0.00 -0.021
H 1.84146 0.26245 -0.43129 0.08 -0.34 0.03 0.245
H 2.98821 1.22180 1.32610 0.14 0.27 -0.13 0.384
O 4.06969 0.21986 -0.35357 0.17 0.03 -0.03 -0.616
H 4.57882 -0.47278 0.07662 0.03 -0.07 -0.14 0.317
H 3.91040 -0.05973 -1.26494 -0.05 -0.01 0.12 0.295
O 2.40817 -0.42922 -2.62313 0.27 0.03 0.31 -0.632
H 1.57358 -0.21047 -3.05079 -0.04 -0.11 -0.11 0.295
H 2.96038 -0.90012 -3.25249 -0.28 0.00 -0.26 0.290
O -2.25838 2.38574 -4.45082 0.08 0.07 -0.03 -0.656
H -2.73188 2.55387 -3.63186 -0.03 -0.04 -0.01 0.308
H -1.95722 1.47178 -4.37887 -0.05 -0.16 0.08 0.333
O -3.41318 0.48602 3.69526 0.41 -0.10 0.26 -0.609
H -2.51250 0.48859 3.35261 -0.11 0.09 -0.23 0.343
H -3.25140 0.21984 4.60858 -0.33 0.02 0.02 0.309
O 0.76387 -4.30313 1.06844 0.00 -0.01 -0.09 -0.711
H 0.36578 -5.05982 0.62653 -0.01 0.04 -0.02 0.335
H 0.42040 -3.52461 0.61424 0.03 -0.04 -0.07 0.324
O -1.40358 -0.45956 -3.43437 0.12 0.78 -0.74 -0.661
H -1.13022 -0.12366 -2.56578 -0.16 -0.67 0.17 0.535
H -1.64491 -1.38290 -3.38480 0.01 -0.07 0.41 0.257
O -0.02978 -3.11416 3.46538 0.05 -0.29 -0.34 -0.636
H 0.19854 -3.72705 2.74132 0.07 0.37 0.03 0.373
H -0.20769 -3.72118 4.18173 -0.13 0.01 0.47 0.316
```
Forces are in eV/Å.

Properties
**SMILES**: CCC(=O)NC=O.O.O.O.O.O.O.O
**Energy relative to the best compared isomer or geometry (same formula, charge and spin)**: 107.1 kJ/mol
**E**: -24407.142 eV

=====

Which value of E does entry 2 give? -21670.471 eV

=====

Look up the E of the fifth one. -20299.453 eV

=====

Repeat the sixth record exactly.
C4H21NO9 | wB97M-V/def2-TZVPD

Structure (XYZ):
```
35
Properties=species:S:1:pos:R:3:forces:R:3:mulliken_charge:R:1
C -2.46186 1.23604 0.13516 -0.81 -0.46 0.43 -1.119
C -1.15946 1.19147 0.91859 -0.01 -0.27 -0.48 0.055
C -0.09198 0.56563 0.04666 0.33 0.12 -0.47 0.170
O -0.39944 -0.08873 -0.94112 -0.12 -0.02 0.11 -0.744
N 1.25983 0.66909 0.28673 0.64 0.79 0.73 0.067
C 1.93094 1.46726 1.24730 -1.91 -0.56 -0.12 -0.025
O 1.31304 2.24004 1.93431 0.73 0.12 0.24 -0.520
H -2.85682 0.23913 -0.02798 0.14 -0.30 -0.09 0.291
H -3.24556 1.71571 0.72255 0.16 0.34 -0.07 0.412
H -2.39302 1.67928 -0.85490 0.23 0.32 0.12 0.263
H -0.88322 2.15749 1.30879 0.32 0.21 -0.07 0.431
H -1.25383 0.53825 1.79054 0.04 -0.05 0.00 -0.021
H 1.84146 0.26245 -0.43129 0.08 -0.34 0.03 0.245
H 2.98821 1.22180 1.32610 0.14 0.27 -0.13 0.384
O 4.06969 0.21986 -0.35357 0.17 0.03 -0.03 -0.616
H 4.57882 -0.47278 0.07662 0.03 -0.07 -0.14 0.317
H 3.91040 -0.05973 -1.26494 -0.05 -0.01 0.12 0.295
O 2.40817 -0.42922 -2.62313 0.27 0.03 0.31 -0.632
H 1.57358 -0.21047 -3.05079 -0.04 -0.11 -0.11 0.295
H 2.96038 -0.90012 -3.25249 -0.28 0.00 -0.26 0.290
O -2.25838 2.38574 -4.45082 0.08 0.07 -0.03 -0.656
H -2.73188 2.55387 -3.63186 -0.03 -0.04 -0.01 0.308
H -1.95722 1.47178 -4.37887 -0.05 -0.16 0.08 0.333
O -3.41318 0.48602 3.69526 0.41 -0.10 0.26 -0.609
H -2.51250 0.48859 3.35261 -0.11 0.09 -0.23 0.343
H -3.25140 0.21984 4.60858 -0.33 0.02 0.02 0.309
O 0.76387 -4.30313 1.06844 0.00 -0.01 -0.09 -0.711
H 0.36578 -5.05982 0.62653 -0.01 0.04 -0.02 0.335
H 0.42040 -3.52461 0.61424 0.03 -0.04 -0.07 0.324
O -1.40358 -0.45956 -3.43437 0.12 0.78 -0.74 -0.661
H -1.13022 -0.12366 -2.56578 -0.16 -0.67 0.17 0.535
H -1.64491 -1.38290 -3.38480 0.01 -0.07 0.41 0.257
O -0.02978 -3.11416 3.46538 0.05 -0.29 -0.34 -0.636
H 0.19854 -3.72705 2.74132 0.07 0.37 0.03 0.373
H -0.20769 -3.72118 4.18173 -0.13 0.01 0.47 0.316
```
Forces are in eV/Å.

Properties
**SMILES**: CCC(=O)NC=O.O.O.O.O.O.O.O
**Energy relative to the best compared isomer or geometry (same formula, charge and spin)**: 107.1 kJ/mol
**E**: -24407.142 eV

=====

What is the formula in the fifth record? C4H21NO7